Entry 1:
# C23H55BO10P

A cluster of 3 separate species, C23H55BO10P in total (ωB97M-V/def2-TZVPD, OMol25).

```
90
Properties=species:S:1:pos:R:3:forces:R:3:lowdin_charge:R:1
C -1.556 2.281 2.135 0.01 -0.04 -0.02 -0.117
C -0.439 1.601 2.923 0.01 0.07 -0.09 -0.227
C 0.906 1.522 2.167 -0.01 -0.06 -0.13 -0.271
O 1.988 2.078 2.850 0.00 -0.01 0.15 -0.190
C 1.941 3.524 2.923 0.04 0.18 -0.09 -0.219
B 2.995 4.169 4.017 -0.01 -0.20 -0.02 -0.474
C 3.271 3.173 5.293 -0.02 0.05 -0.01 -0.236
C 2.024 2.717 6.066 -0.04 0.02 -0.08 -0.262
C 0.969 3.815 6.279 0.04 -0.26 0.17 -0.233
P 1.489 5.200 7.295 0.03 0.13 0.00 0.528
O 2.873 5.303 7.779 -0.03 0.00 0.01 -0.255
O 0.427 5.146 8.525 -0.24 -0.01 -0.34 -0.233
C -0.182 6.322 9.050 0.17 0.02 0.10 -0.278
C -1.454 6.716 8.299 0.00 -0.05 0.02 -0.074
O 0.994 6.494 6.476 -0.04 0.18 0.32 -0.244
C 1.891 7.602 6.285 0.15 -0.13 -0.13 -0.274
C 1.067 8.820 5.921 -0.08 -0.02 0.01 -0.081
H -1.404 3.362 2.108 0.00 -0.02 -0.06 0.070
H -2.539 2.081 2.569 0.01 0.07 0.03 0.062
H -1.581 1.926 1.100 -0.02 0.00 0.01 0.049
H -0.759 0.593 3.204 0.05 0.03 0.06 0.097
H -0.254 2.158 3.843 -0.04 -0.11 0.07 0.091
H 1.159 0.469 2.000 0.02 0.03 -0.03 0.102
H 0.795 1.992 1.171 0.00 0.03 0.07 0.109
H 2.156 3.899 1.906 -0.11 0.01 0.02 0.085
H 0.900 3.826 3.134 0.01 -0.08 0.04 0.071
H 2.491 5.232 4.418 0.08 0.04 -0.12 0.047
H 4.066 4.430 3.461 -0.01 -0.01 0.05 0.039
H 3.962 3.671 5.981 -0.04 -0.01 0.03 0.066
H 3.778 2.263 4.950 0.02 0.02 -0.01 0.076
H 2.267 2.274 7.040 0.06 0.01 -0.04 0.097
H 1.530 1.933 5.480 0.00 0.02 0.05 0.088
H 0.680 4.233 5.315 0.03 0.10 0.01 0.071
H 0.073 3.412 6.758 0.00 -0.04 0.00 0.087
H -0.412 6.082 10.089 0.00 0.00 -0.01 0.109
H 0.544 7.141 9.060 -0.05 0.00 0.01 0.110
H -2.247 6.994 8.996 0.03 0.03 -0.02 0.065
H -1.800 5.867 7.710 -0.03 -0.01 0.05 0.080
H -1.285 7.543 7.613 0.03 -0.02 -0.04 0.055
H 2.587 7.331 5.488 -0.07 -0.01 0.00 0.107
H 2.472 7.757 7.197 0.01 0.02 -0.05 0.107
H 1.660 9.522 5.332 0.02 0.03 0.08 0.070
H 0.212 8.514 5.317 0.05 0.01 -0.06 0.076
H 0.690 9.337 6.807 -0.02 -0.02 -0.02 0.064
C 1.098 -1.074 -0.749 0.02 -0.03 0.01 -0.105
O -0.038 -1.304 -1.555 -0.01 0.07 -0.02 -0.196
C -1.196 -0.712 -0.997 0.01 0.01 -0.01 -0.211
C -2.344 -0.764 -1.980 0.00 -0.02 0.05 -0.181
O -2.281 0.235 -2.986 -0.02 -0.05 -0.02 -0.125
C -1.423 -0.037 -4.080 0.04 0.02 -0.02 -0.186
C -2.058 -0.902 -5.146 -0.01 0.00 -0.01 -0.215
O -2.041 -2.263 -4.763 -0.06 0.03 0.06 -0.191
C -2.813 -3.067 -5.621 0.05 -0.05 -0.01 -0.110
H 0.962 -1.492 0.256 0.00 0.01 0.00 0.085
H 1.946 -1.563 -1.225 -0.01 0.00 -0.01 0.086
H 1.306 -0.004 -0.650 0.00 0.00 0.02 0.085
H -0.995 0.332 -0.727 -0.01 0.00 0.01 0.120
H -1.484 -1.249 -0.081 0.02 0.01 0.02 0.130
H -3.264 -0.561 -1.429 -0.01 -0.01 -0.02 0.126
H -2.413 -1.762 -2.421 0.02 0.01 0.00 0.122
H -0.484 -0.484 -3.745 -0.01 -0.02 -0.01 0.124
H -1.205 0.934 -4.529 0.03 0.00 0.02 0.127
H -1.503 -0.775 -6.088 -0.02 -0.01 -0.02 0.126
H -3.092 -0.570 -5.311 0.01 0.02 -0.01 0.128
H -3.870 -2.773 -5.597 0.01 0.02 -0.01 0.088
H -2.719 -4.095 -5.278 0.00 0.00 -0.02 0.076
H -2.454 -3.013 -6.656 0.00 0.00 0.00 0.088
C 1.752 -7.716 -4.313 0.01 -0.05 0.02 -0.112
O 0.735 -7.826 -5.281 0.01 0.07 -0.04 -0.196
C -0.436 -7.133 -4.897 0.01 0.01 0.01 -0.210
C -1.410 -7.047 -6.051 0.00 0.00 0.05 -0.184
O -1.091 -6.033 -6.991 -0.04 -0.01 -0.02 -0.135
C -0.070 -6.336 -7.926 0.03 0.01 -0.02 -0.182
C -0.542 -7.175 -9.092 -0.01 0.00 -0.01 -0.213
O -0.633 -8.538 -8.726 -0.07 0.03 0.04 -0.193
C -1.284 -9.306 -9.708 0.04 -0.03 -0.01 -0.117
H 1.429 -8.120 -3.346 -0.01 0.00 0.00 0.087
H 2.606 -8.290 -4.667 0.00 0.00 0.00 0.086
H 2.054 -6.673 -4.169 -0.01 0.00 0.00 0.090
H -0.185 -6.117 -4.565 -0.02 0.00 0.01 0.133
H -0.920 -7.655 -4.059 0.01 0.01 0.02 0.128
H -2.380 -6.760 -5.639 -0.02 -0.02 -0.03 0.122
H -1.513 -8.020 -6.536 0.05 0.00 0.01 0.123
H 0.785 -6.813 -7.440 -0.02 -0.03 -0.01 0.124
H 0.251 -5.371 -8.323 0.02 0.00 0.02 0.128
H 0.166 -7.062 -9.925 -0.02 -0.01 -0.02 0.127
H -1.523 -6.808 -9.424 0.01 0.02 -0.01 0.129
H -2.318 -8.971 -9.856 0.00 0.01 0.00 0.088
H -1.291 -10.339 -9.366 0.00 0.00 0.00 0.087
H -0.760 -9.254 -10.671 0.00 0.01 0.00 0.086
```
Positions in Å, forces in eV/Å.

The orbital gap comes out at 6.71 eV. Its HOMO energy is -0.178 hartree. As for the multiplicity: 1. The total charge is -1.


Entry 2:
# C23H55GaN3O2P4

A structure of composition C23H55GaN3O2P4 (ωB97M-V/def2-TZVPD, OMol25).

```
88
Properties=species:S:1:pos:R:3:forces:R:3:lowdin_charge:R:1
Ga 0.229 0.526 -1.729 1.92 -0.43 0.96 0.559
P 1.778 1.193 0.143 0.02 0.35 1.43 0.790
P -1.340 2.172 -1.837 -1.44 1.71 0.21 0.775
P 2.064 -0.370 -2.826 0.98 -1.19 -1.72 0.760
H -1.262 -3.076 0.402 0.21 -0.44 -0.01 0.038
C -0.580 -3.939 0.386 0.72 0.42 0.03 -0.075
C 0.528 -3.929 1.149 -0.22 -0.11 -0.77 -0.072
H 0.782 -3.063 1.770 -0.23 -0.36 -0.04 0.027
C 0.983 1.503 1.748 -0.44 0.02 0.05 -0.236
C 2.566 2.797 -0.261 -0.01 -0.12 -0.53 -0.206
C 3.123 0.041 0.601 0.11 -0.32 -0.43 -0.214
C -3.055 1.729 -2.214 -0.32 -0.28 -0.18 -0.187
C -1.464 3.062 -0.262 0.32 -0.15 0.26 -0.204
C -0.785 3.360 -3.091 0.25 -0.19 -0.18 -0.192
C 2.602 -1.970 -2.115 -0.38 0.07 0.49 -0.182
C 3.553 0.680 -2.921 -0.15 0.33 0.24 -0.202
C 1.747 -0.756 -4.568 -0.30 0.12 -0.02 -0.200
H -0.824 -4.748 -0.311 0.08 0.19 0.49 0.063
H 1.245 -4.761 1.156 -0.40 0.35 0.00 0.066
H 1.375 0.783 2.479 -0.17 0.21 -0.22 0.059
H -0.096 1.329 1.635 0.18 -0.03 0.31 -0.014
H 1.174 2.525 2.110 0.07 -0.30 -0.21 0.081
H 1.795 3.527 -0.546 0.24 -0.10 0.13 0.049
H 3.279 2.696 -1.089 -0.16 0.14 0.31 0.039
H 3.093 3.165 0.631 -0.15 -0.16 -0.20 0.087
H 2.731 -0.985 0.665 0.08 0.29 0.08 0.058
H 3.509 0.327 1.589 -0.15 0.07 -0.29 0.084
H 3.952 0.060 -0.117 -0.21 -0.02 0.27 0.040
H -3.271 1.861 -3.283 0.09 -0.01 0.35 0.067
H -3.710 2.403 -1.638 0.28 -0.19 -0.14 0.094
H -3.288 0.697 -1.915 -0.10 0.27 -0.01 0.066
H -2.000 4.007 -0.435 0.12 -0.25 -0.11 0.097
H -0.476 3.283 0.156 -0.23 0.04 -0.08 0.041
H -2.018 2.444 0.459 0.16 -0.02 -0.16 0.039
H -1.483 4.211 -3.105 0.20 -0.25 0.04 0.094
H -0.767 2.884 -4.082 -0.04 0.17 0.22 0.075
H 0.224 3.716 -2.846 -0.24 0.04 -0.09 0.063
H 2.898 -2.617 -2.949 -0.07 0.16 0.19 0.079
H 1.777 -2.442 -1.560 0.27 -0.04 -0.15 0.053
H 3.454 -1.830 -1.438 -0.27 -0.04 -0.22 0.057
H 4.086 0.396 -3.840 -0.14 0.03 0.26 0.088
H 4.214 0.526 -2.060 -0.17 0.11 -0.30 0.050
H 3.267 1.737 -2.992 0.23 -0.23 -0.12 0.054
H 2.528 -1.460 -4.884 -0.20 0.24 -0.06 0.084
H 1.816 0.168 -5.153 -0.05 -0.21 -0.02 0.077
H 0.757 -1.211 -4.707 0.30 0.07 -0.03 0.036
C -1.733 -1.517 -4.057 -0.46 -0.39 -1.63 -0.320
C -2.642 -0.711 -4.746 0.65 -0.43 0.07 -0.015
C -3.144 -1.179 -5.961 -0.10 -0.03 0.07 -0.043
C -2.777 -2.424 -6.467 0.25 0.02 0.01 -0.041
C -1.818 -3.182 -5.790 -0.06 0.07 0.16 -0.031
C -1.292 -2.735 -4.573 -0.15 0.40 0.12 -0.027
O -1.190 -1.114 -2.842 0.08 2.57 2.31 -0.093
H -1.624 -0.246 -2.548 -0.36 -2.25 -1.09 0.013
H -2.891 0.272 -4.352 -0.14 -0.31 -0.25 0.080
H -3.828 -0.563 -6.528 -0.07 0.00 0.08 0.121
H -3.213 -2.778 -7.408 0.27 0.15 0.43 0.131
H -1.465 -4.124 -6.204 -0.16 0.17 0.12 0.126
H -0.549 -3.297 -4.010 -0.21 -0.08 -0.18 0.125
C -2.571 2.560 3.317 0.04 -0.07 -0.12 -0.092
N -2.235 1.218 3.803 -0.15 -0.11 -0.64 -0.300
C -2.284 1.077 5.259 0.08 0.01 0.52 -0.104
P -2.347 -0.079 2.759 -0.93 -0.99 1.82 0.533
O -1.734 0.165 1.419 0.59 0.54 -0.80 -0.357
N -1.726 -1.293 3.740 0.35 0.61 -1.04 -0.300
C -2.044 -2.683 3.407 -0.10 -0.19 0.18 -0.079
C -0.368 -1.136 4.275 0.09 -0.07 0.27 -0.105
N -3.922 -0.549 2.527 0.61 0.73 -0.66 -0.317
C -4.453 -0.747 1.183 -0.13 -0.30 -0.04 -0.102
C -4.884 -0.571 3.617 -0.17 -0.12 0.30 -0.075
H -2.771 3.197 4.188 0.04 -0.11 -0.43 0.095
H -3.470 2.553 2.677 0.19 0.03 0.18 0.089
H -1.739 3.009 2.753 -0.15 -0.03 0.14 0.060
H -3.037 1.765 5.664 0.13 -0.27 -0.04 0.092
H -2.541 0.055 5.560 0.07 0.33 -0.12 0.084
H -1.314 1.340 5.708 -0.23 -0.07 -0.05 0.092
H -1.846 -3.301 4.295 -0.07 0.12 -0.31 0.108
H -3.108 -2.757 3.167 0.22 -0.11 0.01 0.078
H -1.445 -3.066 2.561 -0.30 0.16 0.50 0.041
H 0.341 -1.835 3.798 -0.26 0.19 0.07 0.076
H 0.012 -0.114 4.137 -0.23 -0.25 0.09 0.061
H -0.378 -1.356 5.352 0.13 0.06 -0.26 0.102
H -4.620 -1.819 0.983 -0.06 0.30 -0.03 0.094
H -5.409 -0.216 1.083 0.19 -0.13 -0.06 0.090
H -3.746 -0.361 0.441 -0.16 -0.11 0.17 0.038
H -4.709 -1.421 4.294 -0.11 0.24 -0.10 0.091
H -4.853 0.364 4.192 -0.06 -0.26 -0.06 0.084
H -5.885 -0.678 3.180 0.23 0.04 0.27 0.095
```
Positions in Å, forces in eV/Å.

The orbital gap comes out at 4.50 eV. As for the energy relative to the best compared isomer or geometry (same formula, charge and spin): 0.000 eV. Its HOMO energy is -0.561 hartree. As for the multiplicity: 1. The total charge is +3.


> Among the records above, which one has the lowest orbital gap?

C23H55GaN3O2P4


> The lowest orbital gap belongs to which entry?

C23H55GaN3O2P4